1.
The following is a quantum chemistry calculation of a molecular structure, C5H14N2O2 at a distorted geometry, from OMol25.

Summary:
Charge: 0
E_HOMO (spin up / spin down) in eV: -7.40 / -7.40
ΔE to the lowest compared entry with this formula, charge and spin in kcal per mole: 98.5
HOMO-LUMO gap (spin up / spin down) in eV: 8.24 / 8.24

Each line ends with the Löwdin charge.
Element x y z (Å)
C -1.2231 -0.3744 1.2523  -0.434
C -2.2819 -1.2391 0.6450  -0.023
C -1.2152 1.0218 1.1532  -0.040
O -0.4970 -1.0237 2.2000  0.040
H 0.3498 -0.5613 2.3172  0.100
H 0.1848 -0.6045 -0.0736  0.121
H -1.8563 -2.1804 0.3069  0.085
H -2.7694 -0.7316 -0.1853  0.088
H -3.0410 -1.4725 1.4039  0.097
H -0.1647 1.3919 0.2499  0.110
H -2.0919 1.4696 0.6999  0.088
H -0.8512 1.5581 2.0248  0.096
C 1.9155 -0.8750 -1.3692  -0.034
C 1.1661 -0.0517 -0.3309  -0.557
N 0.1799 1.3869 -1.9229  -0.019
O 1.8534 -0.0402 0.9180  -0.041
N 0.8347 1.2814 -0.6403  -0.137
H 2.3789 0.7711 0.9132  0.101
H 0.8419 1.1408 -2.6601  0.059
H -0.0247 2.3736 -2.0453  0.067
H 2.1981 -1.8330 -0.9359  0.080
H 1.2922 -1.0593 -2.2428  0.070
H 2.8210 -0.3485 -1.6780  0.081


2.
The following is a quantum chemistry calculation of C4H5NO2 in the gas phase at a distorted geometry, from OMol25.

Summary:
Charge: 0
E_HOMO in eV: -7.76
ΔE to the lowest compared entry with this formula, charge and spin in kcal per mole: 57.9
HOMO-LUMO gap in eV: 8.48

Each line ends with the Löwdin charge.
Element x y z (Å)
C 0.2145 0.0337 1.9084  -0.022
C 0.0219 0.0709 0.4411  -0.208
C -0.5174 -0.8002 -0.4842  -0.478
O -1.0695 -1.9158 -0.6639  -0.053
N -0.3767 -0.1403 -1.7187  0.171
C 0.2003 1.0288 -1.5433  -0.113
O 0.4585 1.2008 -0.2697  0.083
H 1.2731 0.0657 2.1911  0.082
H -0.3024 0.8549 2.4178  0.082
H -0.2042 -0.9084 2.2755  0.093
H -0.8475 -1.0065 -2.1651  0.215
H 0.4703 1.8101 -2.2404  0.150


3.
The following is a quantum chemistry calculation of a molecular structure, C14H22IrO5P at a distorted geometry, from OMol25.

Summary:
Charge: +3
E_HOMO (spin up / spin down) in eV: -16.47 / -21.21
Multiplicity: 6
ΔE to the lowest compared entry with this formula, charge and spin in kcal per mole: 8.4
HOMO-LUMO gap (spin up / spin down) in eV: 6.34 / 4.35

Each line ends with the Mulliken spin population.
Element x y z (Å)
O -1.1444 -5.7509 -1.1642  -0.025
C -0.6228 -4.7279 -1.1333  0.213
Ir 1.4093 -0.2499 -2.0402  1.247
O 3.4240 -2.1608 -0.6584  0.114
C 2.6453 -1.4133 -1.0830  0.123
C 2.6662 -0.3890 -3.5798  0.112
O 3.4480 -0.4588 -4.4196  0.016
C 1.1967 1.6477 -2.4353  0.157
O 1.1154 2.7542 -2.7659  0.098
C -0.0978 -1.1684 -2.8479  0.165
O -1.0170 -1.5930 -3.4067  0.043
H 0.1087 -3.1507 -1.3997  0.725
C 0.5791 -2.1623 1.3195  0.102
C -0.5258 -1.1615 0.9658  0.257
C -1.1983 -0.7044 2.2652  0.079
P 0.0167 0.2370 -0.1294  0.457
C -1.5343 1.0857 -0.7812  0.156
C -2.8640 0.5510 -0.2325  0.060
C -1.5119 2.6216 -0.7252  0.062
C 0.9879 1.4465 0.8911  0.152
C 0.1911 2.1862 1.9673  0.051
C 2.2499 0.8219 1.4981  0.061
H 1.4617 -1.6662 1.7471  0.021
H 0.8794 -2.7572 0.4490  0.000
H 0.1787 -2.8736 2.0579  0.031
H -1.2612 -1.6854 0.3297  0.012
H -0.4498 -0.3708 2.9984  0.009
H -1.9596 0.0712 2.1304  0.007
H -1.7142 -1.5737 2.7021  0.070
H -1.4862 0.7973 -1.8463  0.078
H -3.0544 0.9140 0.7851  0.018
H -3.6697 0.9411 -0.8711  0.053
H -2.9319 -0.5421 -0.2570  0.004
H -0.5208 3.0684 -0.5744  0.026
H -1.8882 3.0036 -1.6863  0.056
H -2.1920 2.9944 0.0566  0.000
H 1.3148 2.1843 0.1357  0.080
H -0.0419 1.5386 2.8195  0.013
H 0.8240 3.0076 2.3381  0.022
H -0.7450 2.6161 1.5970  0.013
H 2.7574 0.1297 0.8120  0.021
H 2.9459 1.6432 1.7310  0.034
H 2.0311 0.2984 2.4408  0.006


4.
The following is a quantum chemistry calculation of a molecular structure, C14H34AlClF3N2O6S at a distorted geometry, from OMol25.

Summary:
Charge: -1
E_HOMO in eV: -5.89
HOMO-LUMO gap in eV: 8.13

Each line ends with the Löwdin charge.
Element x y z (Å)
C 2.5096 2.6691 3.3743  -0.273
Al 4.3839 1.8345 3.3770  -0.114
Cl 5.4727 2.5779 5.2188  0.045
S 4.2132 -0.4373 3.2004  0.713
O 3.0950 -0.8988 4.2123  -0.454
O 5.5745 -1.0753 3.5791  -0.446
C 3.6885 -0.8543 1.4215  -0.310
F 4.9275 -1.1010 0.6442  -0.002
F 3.0533 0.4002 0.8975  -0.044
F 2.6806 -1.9383 1.3523  -0.008
H 1.8157 2.1295 4.1679  0.022
H 2.0649 2.5051 2.2815  -0.001
H 2.5822 3.8272 3.5312  0.012
H 5.1461 2.3769 2.1009  -0.080
C -4.7458 -2.8032 -0.4593  -0.118
O -4.4639 -3.1513 0.8900  -0.202
C -3.8423 -4.4368 1.0159  -0.209
C -2.4027 -4.2818 1.5277  -0.207
N -1.5403 -3.6825 0.5013  -0.058
C -0.2213 -3.2834 1.0047  -0.194
C -0.1815 -2.1512 2.0506  -0.206
O -0.5926 -0.8807 1.5415  -0.185
C -1.9942 -0.6518 1.5939  -0.098
H -5.3146 -1.8693 -0.4577  0.088
H -3.8205 -2.6401 -1.0178  0.077
H -5.3477 -3.5766 -0.9448  0.083
H -3.8782 -5.0097 0.0798  0.119
H -4.4181 -4.9910 1.7642  0.115
H -2.0065 -5.2669 1.7996  0.120
H -2.4315 -3.6584 2.4240  0.101
H -1.9994 -2.8569 0.1240  0.066
H 0.3576 -2.9555 0.1327  0.114
H 0.2908 -4.1655 1.4061  0.119
H 0.8661 -2.0254 2.3482  0.097
H -0.7236 -2.4032 2.9682  0.113
H -2.4706 -1.1545 2.4406  0.088
H -2.4586 -0.9602 0.6549  0.067
H -2.1577 0.4242 1.6968  0.085
C 0.5875 3.3204 -5.3460  -0.119
O -0.5453 2.7555 -4.6989  -0.205
C -0.4448 1.3346 -4.5383  -0.209
C -0.3354 0.9757 -3.0491  -0.207
N 0.9646 1.3853 -2.5027  -0.050
C 1.0397 1.2953 -1.0402  -0.192
C 0.1254 2.2364 -0.2305  -0.208
O 0.4597 3.6196 -0.3618  -0.175
C -0.1421 4.2669 -1.4747  -0.106
H 0.3824 4.3789 -5.5279  0.087
H 1.4728 3.2472 -4.7092  0.079
H 0.7729 2.8315 -6.3066  0.083
H 0.3845 0.9082 -5.1181  0.119
H -1.3744 0.9089 -4.9298  0.114
H -0.4511 -0.1074 -2.9278  0.120
H -1.1527 1.4744 -2.5238  0.099
H 1.1479 2.3491 -2.7714  0.068
H 2.0782 1.5202 -0.7684  0.108
H 0.8542 0.2590 -0.7352  0.109
H 0.2740 1.9958 0.8287  0.108
H -0.9383 2.0666 -0.4281  0.104
H -1.1208 3.8479 -1.7256  0.086
H 0.5255 4.2240 -2.3378  0.067
H -0.2747 5.3221 -1.2213  0.085


5.
The following is a quantum chemistry calculation of C30H10Br2Cl2O2 in the gas phase at a distorted geometry, from OMol25.

Summary:
Charge: 0
E_HOMO in eV: -8.04
SMILES string: O=c1c2ccccc2c2cc3c(Cl)cc4c(=O)c5c(Br)c(Br)ccc5c5cc6c(Cl)cc1c2c6c3c45
ΔE to the lowest compared entry with this formula, charge and spin in kcal per mole: 43.9
HOMO-LUMO gap in eV: 6.12

Each line ends with the Löwdin charge.
Element x y z (Å)
O 2.9841 -3.9524 2.2013  0.077
O -2.6361 4.2931 -1.3769  0.065
Cl 4.4547 0.2333 -0.5074  0.820
Cl -4.5462 -0.3681 0.3965  0.687
Br 0.6512 6.5609 -5.6881  0.710
Br -2.1734 5.7246 -4.2750  0.771
C 1.8694 -3.4398 2.0731  -0.234
C -1.7032 3.5626 -1.6786  -0.266
C -0.6801 -5.7548 3.6534  -0.082
C -1.8254 -4.9976 3.5734  -0.059
C 1.8070 4.6940 -3.8120  -0.088
C 0.4755 -5.2379 3.2876  -0.021
C -1.7549 -3.7884 2.9938  -0.034
C 1.8392 3.6903 -2.7648  0.016
C 3.0547 -1.4917 0.8235  -0.017
C -3.0671 1.6937 -0.6075  0.002
C 0.6589 5.3517 -4.1951  -0.703
C -0.5511 4.9819 -3.6024  -0.607
C 0.5715 -3.9957 2.6107  -0.051
C -0.5372 4.0220 -2.5348  -0.063
C -0.6089 -3.2845 2.3800  -0.106
C 0.6558 3.3184 -2.1410  -0.125
C 1.8290 1.4739 -0.8552  0.060
C -1.7468 -1.3727 1.1825  0.057
C 3.0017 -0.3450 0.0553  -0.652
C -3.0346 0.4660 0.0307  -0.549
C 1.9044 -2.0824 1.3806  -0.035
C -1.8104 2.2075 -1.0113  -0.077
C -0.5711 -2.0655 1.5717  -0.058
C 0.6595 2.2269 -1.2116  -0.055
C 1.7974 0.2434 -0.1737  -0.191
C -1.8439 -0.1689 0.3967  -0.173
C 0.6579 -1.4950 1.0667  -0.041
C -0.5822 1.6515 -0.7935  -0.056
C 0.6018 -0.2854 0.3039  0.005
C -0.6380 0.4721 0.0499  0.018
H -0.5467 -6.7337 3.8953  0.088
H -2.8218 -5.3021 3.8518  0.115
H 2.7480 4.8550 -4.3750  0.114
H 1.3485 -5.8640 3.1670  0.127
H -2.7437 -3.2656 2.9347  0.130
H 2.8041 3.2416 -2.5350  0.110
H 3.9775 -2.0280 0.6461  0.113
H -3.9933 2.3262 -0.7229  0.149
H 2.7365 1.8491 -1.2000  0.041
H -2.6719 -1.8205 1.5355  0.069


Number 1: E -12484.0547 eV. Number 2: E -9811.8041 eV. Number 3: E -37197.8378 eV. Number 4: E -68440.3240 eV. Number 5: E -200497.1495 eV.